(1)
15
Properties=species:S:1:pos:R:3:mulliken_charge:R:1 method="wB97M-V/def2-TZVPD" gap_ev=7.0 e_tot_ha=-362.430834 charge=-1 de_lowest_kcal_mol=58.60 smiles="O=CNCCC[O-]"
O 3.098 0.203 0.657 -0.630
C 2.215 -0.206 -0.080 0.034
N 0.960 -0.574 0.285 -0.106
C 0.005 -0.864 -0.792 -0.491
C -1.161 0.119 -0.526 -0.852
C -1.238 0.918 1.018 -0.405
O -1.017 0.112 2.021 -0.892
H 2.328 -0.277 -1.168 0.252
H 0.521 -0.392 1.215 0.317
H -0.331 -1.902 -0.652 0.273
H 0.367 -0.727 -1.806 0.353
H -0.906 1.073 -1.042 0.235
H -2.035 -0.439 -0.870 0.410
H -0.492 1.731 0.855 0.223
H -2.313 1.227 0.884 0.279

---

(2)
58
Properties=species:S:1:pos:R:3:mulliken_charge:R:1 method="wB97M-V/def2-TZVPD" gap_ev=8.1 e_tot_ha=-1208.788960 de_lowest_kcal_mol=58.67 smiles="COc1ccccc1N1CCN([C@@H]2CCCN(C(=O)CCC(C)=O)C2)CC1"
C 4.215 2.719 1.272 -1.100
H 3.442 3.301 1.774 0.256
O 3.597 1.512 0.909 -0.150
C 4.349 0.538 0.289 0.762
C 5.675 0.734 -0.065 -0.656
C 6.398 -0.244 -0.728 -0.763
C 5.791 -1.446 -1.033 -0.724
C 4.477 -1.660 -0.666 -0.359
C 3.715 -0.690 -0.009 0.474
N 2.413 -1.019 0.342 0.175
C 1.520 -1.595 -0.635 -1.132
C 0.559 -0.530 -1.183 -0.773
N -0.211 0.013 -0.083 0.577
C -1.393 0.753 -0.473 0.393
C -1.188 2.180 -1.007 -0.972
C -2.539 2.740 -1.449 -0.658
C -3.550 2.676 -0.304 -0.997
N -3.657 1.325 0.210 0.245
C -4.826 0.654 0.092 0.989
O -5.813 1.171 -0.400 -0.701
C -4.866 -0.778 0.605 -1.160
C -4.149 -1.756 -0.336 -0.569
C -3.125 -2.628 0.365 1.004
O -2.789 -2.458 1.509 -0.581
C -2.561 -3.729 -0.494 -1.528
H -2.345 -3.371 -1.497 0.353
H -3.298 -4.527 -0.569 0.439
H -1.660 -4.133 -0.040 0.341
H -4.865 -2.404 -0.845 0.595
H -3.616 -1.211 -1.120 0.219
H -4.423 -0.841 1.600 0.483
H -5.920 -1.044 0.688 0.378
C -2.398 0.813 0.693 -2.011
H -2.496 -0.173 1.138 0.696
H -2.028 1.500 1.462 0.237
H -4.541 2.979 -0.644 0.479
H -3.231 3.337 0.510 0.312
H -2.431 3.775 -1.777 0.424
H -2.917 2.157 -2.292 0.339
H -0.491 2.172 -1.848 0.360
H -0.767 2.809 -0.220 0.336
H -1.861 0.166 -1.275 0.121
C 0.682 0.668 0.856 -0.295
C 1.667 -0.376 1.395 -1.703
H 2.347 0.076 2.112 0.544
H 1.086 -1.158 1.900 0.399
H 0.103 1.070 1.687 0.431
H 1.251 1.483 0.383 0.412
H -0.119 -0.991 -1.905 0.615
H 1.151 0.246 -1.703 0.209
H 2.082 -2.029 -1.461 0.536
H 0.927 -2.378 -0.148 0.267
H 4.024 -2.617 -0.874 0.509
H 6.340 -2.224 -1.541 0.372
H 7.426 -0.058 -0.999 0.386
H 6.160 1.671 0.158 0.383
H 4.571 3.274 0.398 0.382
H 5.048 2.557 1.964 0.398

---

(3)
30
Properties=species:S:1:pos:R:3:mulliken_charge:R:1 method="wB97M-V/def2-TZVPD" gap_ev=9.3 e_tot_ha=-914.863916 smiles="O=CCOC(=O)OCOO.CCOC(C)=O"
O -0.324 0.494 -0.177 -0.455
C 0.576 1.474 -0.450 0.073
C 1.793 1.086 -1.473 -0.174
O 3.134 1.519 -1.061 -0.254
C 3.122 2.743 -0.253 0.501
O 3.797 2.690 0.928 -0.527
O 2.518 4.036 -0.601 -0.192
C 3.002 4.561 -1.887 -0.228
O 1.794 4.710 -2.752 -0.162
O 1.774 3.778 -3.662 -0.315
H 0.358 2.518 0.031 0.320
H 1.572 1.406 -2.601 0.225
H 1.832 -0.107 -1.509 0.266
H 3.372 5.675 -1.683 0.256
H 3.858 3.935 -2.382 0.326
H 2.543 3.886 -4.295 0.330
O -3.214 -5.634 0.557 -0.589
C -3.053 -4.507 1.024 0.712
O -2.015 -3.742 0.620 -0.339
C -1.839 -2.355 0.965 -0.262
C -1.156 -2.214 2.309 -0.968
C -3.949 -4.000 2.116 -0.866
H -2.789 -1.813 0.914 0.323
H -1.196 -1.923 0.190 0.206
H -1.756 -2.647 3.115 0.314
H -0.975 -1.160 2.542 0.335
H -0.198 -2.744 2.310 0.301
H -3.599 -4.386 3.076 0.239
H -4.964 -4.362 1.928 0.292
H -4.017 -2.914 2.161 0.310